[1]
DFT (ωB97M-V with the def2-TZVPD basis set) results for a molecular structure, C43H68Br2ClN10O4P2Pt at a distorted geometry.

For the HOMO energy (alpha / beta), the calculation gives -16.030 / -16.034 eV. The gap between HOMO and LUMO (alpha / beta) is 4.22 / 4.23 eV. The total charge is +3.

Geometry (Å):
1 H -0.8197 -6.6613 -3.7185
2 H -2.8355 -1.9978 1.1028
3 C 3.6519 4.1392 3.1604
4 H -1.6930 -2.6255 -3.0506
5 C 3.4791 4.0498 1.6405
6 C 3.4988 -5.3462 2.0434
7 H -2.0796 5.9226 -1.4746
8 C 2.2165 4.1413 3.6995
9 C -2.7134 -5.1757 2.2516
10 C 3.7831 -0.1671 1.7666
11 C -1.0307 -5.9343 -2.9338
12 C 2.4193 -0.2382 1.6181
13 Br 1.2889 -1.1144 6.7690
14 C -1.3583 5.8995 0.6033
15 H 1.7832 5.1401 3.6140
16 H 0.2004 -5.0019 1.7592
17 H 4.0643 -3.5901 0.0080
18 H 4.2137 5.0257 3.4441
19 H 2.2259 3.0107 -4.5358
20 H -1.0202 -6.4721 -1.9833
21 H 1.7059 -6.5092 -0.7134
22 C 4.5861 -0.0855 0.6358
23 C 4.0103 -0.1269 -0.6199
24 Cl -3.2538 -0.1024 -2.6956
25 H -1.7975 -6.3762 -0.0574
26 P 0.3459 -3.8599 -0.2294
27 N 2.2020 3.0984 -1.2098
28 C -2.6965 -4.2557 -2.0870
29 C 0.0621 -4.8673 -2.9408
30 H 3.7310 -3.2354 2.4393
31 C -1.7865 0.8939 -2.9086
32 H 3.0424 -7.3062 1.2687
33 C 0.0428 5.4208 -1.3219
34 C 1.8142 -0.6283 4.0265
35 H -2.3145 -3.7351 0.6839
36 H 0.4814 -2.8724 -2.2391
37 H 0.4397 3.2507 2.7220
38 H 4.2280 -0.1656 2.7532
39 H 0.6003 6.6804 1.0773
40 H 2.1566 3.8296 4.7405
41 H -1.8046 -0.1903 3.0088
42 H -1.8207 1.3193 -3.9035
43 H -3.4270 -5.6113 1.5480
44 C -0.5346 -4.9539 0.9510
45 C -0.4923 -0.5604 4.6488
46 P 1.2604 3.3551 0.0952
47 H 2.0473 -3.7485 2.2967
48 N -2.1700 -0.0509 0.4668
49 N 2.1651 3.3732 1.4500
50 H -1.8483 6.6955 1.1569
51 H 3.4938 -5.6312 3.0963
52 C 0.0952 5.7051 1.0355
53 H 1.6411 -6.3774 1.7362
54 C 2.6351 -0.1837 -0.6920
55 H 4.5328 -5.4379 1.6942
56 C 3.7046 3.5660 -3.0098
57 C -1.2129 -7.1734 1.8661
58 H 4.1858 3.2630 3.5339
59 H 3.4764 5.0435 1.1864
60 C 1.5814 2.6409 -2.4931
61 H 1.8325 4.4797 -3.6252
62 H -4.8776 2.3214 -0.6237
63 C -0.5666 -0.0236 -2.8001
64 H 1.7419 2.1388 3.1146
65 C 1.4572 -0.3667 2.7244
66 C -1.7722 -4.2088 1.5089
67 H 2.8558 -0.7701 4.2828
68 H 2.2913 -4.1530 -1.4891
69 C -0.7806 -0.3228 3.3250
70 H -2.7348 -4.7381 -1.1036
71 N -4.2894 -0.5303 0.6292
72 H -0.1252 -6.8944 0.0200
73 C 2.4415 -5.8776 -0.2152
74 H 4.2265 2.6296 -3.2119
75 N 1.8677 -0.1855 0.3966
76 H 4.2812 3.4760 1.1817
77 Pt -0.1322 -0.1187 0.3981
78 C -1.2073 6.2133 -0.8957
79 H 0.2276 5.2030 1.9883
80 H 4.2834 4.3806 -3.4376
81 H 4.3149 3.2743 -0.9360
82 O -0.0752 -0.4784 -3.8017
83 H -1.8098 -2.4243 -1.3066
84 N 0.1619 -0.2299 2.3802
85 C 3.5131 3.7470 -1.4994
86 H 4.6195 -0.1356 -1.5136
87 H -3.2875 -4.6258 2.9995
88 H -1.2038 -5.8692 3.6171
89 Br 6.4430 0.0546 0.8012
90 N 0.6743 4.9496 -0.0758
91 C -0.9106 -6.3886 0.5769
92 H 3.3866 -6.0713 -0.7343
93 H -0.2910 -7.5768 2.2883
94 H -1.8237 -8.0391 1.6085
95 C 2.2746 3.4827 -3.5568
96 H -1.9067 4.9679 0.7522
97 H -1.0503 7.2805 -1.0415
98 O 0.2892 -2.4563 0.3996
99 H 0.4976 2.7391 -2.4672
100 C -1.6312 -3.1599 -2.0978
101 H 2.1176 -0.2673 -1.6385
102 H -1.7634 1.6512 -2.1264
103 H -3.6748 -3.8040 -2.2657
104 H -0.1922 4.5791 -1.9709
105 C -2.4083 -5.3121 -3.1520
106 C -3.0676 -0.9943 0.7797
107 C 2.1262 -4.3895 -0.4355
108 C 3.0545 -3.8941 1.8822
109 H -5.9759 1.1000 -0.0974
110 H -2.4442 -4.8479 -4.1430
111 H 0.7601 6.0576 -1.8531
112 H 2.7396 -2.4586 0.2913
113 H -1.2796 -0.6205 5.3879
114 N -5.0862 1.5638 0.0047
115 C -0.1946 -3.6998 -1.9810
116 H 1.0328 -5.3316 -2.7513
117 O 0.1295 2.3672 0.1579
118 N -2.8309 1.0461 0.1105
119 O -0.0973 -0.2761 -1.5928
120 C 0.8339 -0.7301 5.0034
121 C 1.5241 3.1472 2.7748
122 C 2.6134 -6.3045 1.2452
123 H -2.5917 -6.9222 3.5190
124 H -1.4320 -3.4179 2.1846
125 H 0.1199 -4.4396 -3.9467
126 C -1.9270 -6.3034 2.9177
127 H 3.4881 4.8053 -1.2292
128 N -4.0670 0.7054 0.2204
129 C 3.0466 -3.4955 0.4062
130 H -3.1749 -6.0875 -3.1299
131 H 1.8116 1.5900 -2.6618



[2]
DFT (ωB97M-V with the def2-TZVPD basis set) results for 15 unconnected molecules or ions with the total composition C43H68FN16O3S at a distorted geometry.

For the HOMO energy, the calculation gives -11.320 eV. The gap between HOMO and LUMO is 7.07 eV. The total charge is +1.

Geometry (Å):
1 H -3.7164 -7.0672 -6.2253
2 H 1.4534 -0.2991 -2.9684
3 C 10.8655 4.6893 3.1467
4 H -0.6582 1.8401 0.2190
5 H 2.2898 2.7484 2.9933
6 H -1.8391 -3.2180 -4.4482
7 C 8.8396 3.3806 5.8331
8 H -12.0048 -1.8158 2.0009
9 C 2.8097 8.7125 5.0645
10 H -3.1799 0.3811 2.6541
11 H 8.6258 5.4272 6.3926
12 H 1.0910 -5.0243 -2.7644
13 C -11.3628 -1.3206 1.2709
14 H 2.0332 -3.1002 -0.4606
15 H 6.6275 0.8732 -0.1898
16 C -8.1117 -2.4659 -5.5260
17 N 5.3678 3.6467 3.3610
18 H 9.3345 0.6791 1.8035
19 H 7.8532 4.2723 7.5005
20 H 1.8351 8.8149 4.5847
21 C -4.2322 2.4846 6.6919
22 H -3.2544 3.1292 3.2410
23 C 2.9436 3.2428 2.2730
24 C -10.0131 -1.0660 1.8699
25 O 3.3014 -3.7679 -2.1028
26 C -0.2298 1.1426 -2.7134
27 H 2.6919 8.8390 6.1417
28 C -0.0628 -3.1611 -2.0348
29 C -8.0694 -5.8798 -6.5470
30 H 8.6431 -0.0468 3.2710
31 H 4.0775 -2.0785 -3.2395
32 N 4.4956 0.6364 -2.5890
33 N 7.6583 -1.8884 0.8201
34 H -6.9860 -2.2199 -3.7321
35 N 9.4610 2.5047 5.3457
36 C 1.3028 0.7266 -2.4960
37 C -7.4440 -0.4188 -0.3571
38 N -2.8055 0.4948 5.5890
39 C 6.8110 0.6538 -1.2426
40 H 10.4612 5.5532 3.6766
41 O -3.2646 3.2487 0.9211
42 H -2.1631 -3.6295 -1.2867
43 N 12.9114 5.4483 1.5951
44 C 0.8599 -4.4750 -1.7867
45 H 7.4741 1.4159 -1.6556
46 C 4.7838 7.0838 1.6704
47 C -0.6104 -6.1164 1.5121
48 H 2.3566 -2.6236 -3.6144
49 H -7.6458 -0.6375 0.6935
50 S -2.5248 2.7020 2.1335
51 H 1.9354 1.4644 -3.1212
52 C -9.2259 -6.2898 -5.6882
53 H 7.1090 4.6262 5.9252
54 H 2.9289 0.5584 -0.9262
55 H -0.5694 0.9547 -3.8000
56 C 3.3825 7.3591 4.7703
57 C -1.3440 1.0055 -0.1851
58 H -3.0355 -5.4647 -6.5825
59 H -0.0535 -2.4573 -1.1187
60 C -2.2621 -1.2831 -3.4359
61 H 2.6792 -4.8107 -0.4074
62 H -1.3537 0.4906 2.5995
63 H 2.7588 -1.7503 -1.9627
64 N -2.3068 0.3486 0.6292
65 O -1.1423 3.3253 2.2710
66 N -8.9512 -0.8656 2.3424
67 H -1.5265 -4.7559 -2.5803
68 H 3.0416 2.6116 1.3889
69 H -6.3165 -3.4115 -4.8672
70 C -2.3505 -2.8859 -3.4645
71 H 1.2448 0.1508 -0.3006
72 C -6.6351 -1.5244 -0.9626
73 H -1.6136 -5.2535 3.1842
74 H 3.4770 9.4882 4.6854
75 C 8.3177 -1.1693 1.4841
76 N -5.9979 -2.3964 -1.4400
77 H -4.7265 -5.8246 -6.9976
78 C -4.3695 -5.5147 -4.9191
79 C -2.3104 0.8452 2.0591
80 H -8.3920 -0.3186 -0.8883
81 H -3.0779 -0.8415 -4.1156
82 N -7.1604 -5.5572 -7.2239
83 H 11.2053 3.9519 3.8751
84 H -2.3442 -4.8785 1.6078
85 H -6.1570 -1.6736 -5.2060
86 H -1.2635 -0.9925 -3.9331
87 H 4.3844 7.9494 2.1997
88 C -3.9337 -5.9988 -6.2677
89 C 1.8220 0.8571 -0.9945
90 C -6.8093 -2.4409 -4.7852
91 N 3.8343 6.2942 4.5388
92 C -1.4017 -5.0107 2.1419
93 C 5.9275 7.5031 0.7970
94 N -9.1376 -2.4857 -6.1071
95 H -9.6218 -5.4204 -5.1608
96 H 2.4975 4.1952 1.9826
97 H -10.0138 -6.7200 -6.3082
98 C -1.5769 -3.6410 -2.2839
99 C 2.2559 -4.0179 -1.1327
100 H -3.6780 3.4224 6.6265
101 N -3.1959 -0.5990 0.4012
102 N 0.0208 -7.0086 1.0160
103 H -3.9948 -1.9890 -1.1296
104 H -11.8216 -0.3757 0.9755
105 H 3.9932 6.6435 1.0602
106 F 1.6473 2.2356 -0.5367
107 H -6.8959 0.5227 -0.4263
108 C -1.2496 0.5064 -1.6746
109 H 10.0785 4.2475 2.5337
110 N -4.7129 -5.1347 -3.8558
111 H -5.1836 2.5948 6.1690
112 N 6.8271 7.8330 0.1103
113 H 0.2954 -2.5631 -2.9365
114 H -4.4266 2.2580 7.7413
115 H -3.4484 -3.2019 -3.5846
116 C -3.4349 1.3774 6.0713
117 H 10.1136 -0.7336 2.5480
118 C -2.2523 -0.6425 -1.9664
119 H 0.3775 -5.2365 -1.0705
120 C 3.1313 -2.4957 -2.7654
121 C 12.0108 5.1142 2.2782
122 H 7.2940 -0.3212 -1.3238
123 C 4.2914 3.4758 2.8833
124 H -0.3030 2.2896 -2.5845
125 H -11.2639 -1.9594 0.3918
126 C -3.2369 -1.1545 -0.8876
127 H -0.8346 -4.0792 2.1009
128 C 5.5156 0.6441 -1.9954
129 H -8.9005 -7.0328 -4.9583
130 C 9.1556 -0.2589 2.3313
131 H 5.1235 6.3464 2.3990
132 C 8.0563 4.4984 6.4526



Calculated M in order - 1241.4; 908.2 g mol⁻¹
Calculated total energy in order - -243195.1320; -89211.5481 eV